Entry 1:
# C9H28N2O9

A cluster of 5 separate species, C9H28N2O9 in total at a distorted geometry (ωB97M-V with the def2-TZVPD basis set, the OMol25 dataset).

As for the energy above the lowest of the compared OMol25 structures with the same formula, charge and spin: 4.139 eV. As for the structure (SMILES): NC(N)=O.OCCO.OCCO.OCCO.OCCO. The value obtained for the HOMO energy is -9.48 eV.

Atoms and positions in Å:
C 2.626 -5.307 4.948
C 2.266 -6.030 6.324
O 2.673 -7.370 6.369
O 4.013 -4.862 5.065
H 1.989 -4.479 4.637
H 2.542 -6.044 4.149
H 1.176 -6.054 6.351
H 2.724 -5.481 7.146
H 3.612 -7.473 6.540
H 4.656 -5.540 4.846
C -6.743 -4.459 -3.731
C -8.007 -5.331 -3.855
O -8.509 -5.934 -2.662
O -6.375 -3.661 -4.836
H -5.896 -5.102 -3.489
H -6.917 -3.705 -2.965
H -7.799 -6.090 -4.609
H -8.704 -4.610 -4.282
H -7.890 -6.615 -2.389
H -6.992 -2.929 -4.904
C 3.905 2.461 4.789
C 4.172 4.007 4.678
O 3.458 4.536 3.654
O 4.123 1.813 3.637
H 2.856 2.196 4.922
H 4.408 1.982 5.629
H 5.212 4.005 4.353
H 4.118 4.641 5.563
H 3.359 3.699 3.194
H 4.438 0.937 3.871
C 0.557 7.185 -4.772
C 1.361 6.521 -5.877
O 0.752 6.900 -7.117
O 0.761 6.531 -3.591
H -0.482 7.327 -5.066
H 0.939 8.193 -4.610
H 1.207 5.442 -5.880
H 2.431 6.723 -5.930
H 1.238 7.616 -7.533
H 0.078 6.867 -3.006
C -0.365 0.461 -1.072
O -0.268 -0.484 -0.328
N -1.417 0.935 -1.594
N 0.584 1.278 -1.093
H -2.231 0.345 -1.695
H -1.264 1.868 -1.948
H 1.260 0.863 -0.468
H 0.364 2.226 -1.363


Entry 2:
# C9H29BN10O8

A cluster of 6 separate species, C9H29BN10O8 in total (ωB97M-V with the def2-TZVPD basis set, the OMol25 dataset).

As for the structure (SMILES): O=C(O)CCCBO.NC(N)=O.NC(N)=O.NC(N)=O.NC(N)=O.NC(N)=O. The value obtained for the HOMO energy is -9.61 eV.

Atoms and positions in Å:
O 3.383 -2.021 -3.457
C 3.715 -0.939 -3.030
O 5.034 -0.690 -2.837
C 2.743 0.161 -2.679
C 1.834 0.500 -3.881
C 0.328 0.392 -3.607
B -0.201 1.282 -2.423
O -1.224 0.892 -1.607
H 5.130 0.106 -2.301
H 2.204 -0.261 -1.822
H 3.311 1.041 -2.371
H 2.057 1.511 -4.231
H 2.098 -0.171 -4.702
H -0.185 0.765 -4.507
H 0.037 -0.662 -3.514
H 0.217 2.387 -2.239
H -1.434 -0.039 -1.743
C 2.550 -6.288 -2.817
O 2.795 -7.465 -2.623
N 3.471 -5.296 -2.637
N 1.317 -5.856 -3.235
H 3.279 -4.323 -2.797
H 4.388 -5.569 -2.339
H 0.613 -6.553 -3.382
H 1.103 -4.892 -3.411
C 1.556 -1.351 0.963
O 1.336 -0.574 0.037
N 1.068 -1.148 2.210
N 2.324 -2.473 0.788
H 1.254 -1.756 2.983
H 0.466 -0.348 2.346
H 2.697 -2.647 -0.127
H 2.521 -3.124 1.523
C -1.200 1.984 2.830
O -0.736 0.914 3.232
N -0.483 3.135 2.823
N -2.463 2.054 2.349
H -0.858 4.007 2.503
H 0.448 3.103 3.190
H -2.980 1.197 2.314
H -2.877 2.883 1.965
C -1.927 2.266 6.713
O -1.380 3.251 6.247
N -2.183 2.151 8.058
N -2.327 1.210 5.949
H -2.630 1.355 8.470
H -1.899 2.912 8.644
H -2.147 1.251 4.959
H -2.781 0.402 6.330
C -3.894 2.765 -1.219
O -3.226 2.991 -0.221
N -4.813 3.654 -1.704
N -3.761 1.600 -1.915
H -5.368 3.484 -2.520
H -4.924 4.518 -1.208
H -3.084 0.933 -1.581
H -4.293 1.387 -2.737


Entry 3:
# C9H30BCl2F4NO8

A cluster of 7 separate species, C9H30BCl2F4NO8 in total at a distorted geometry (ωB97M-V with the def2-TZVPD basis set, the OMol25 dataset).

The value obtained for the HOMO energy is -9.72 eV.

Atoms and positions in Å:
N 23.140 26.244 5.210
H 23.676 27.081 5.441
H 23.283 25.481 5.869
H 23.417 25.918 4.264
H 22.159 26.516 5.123
B 23.914 25.252 2.249
F 23.624 23.919 2.602
F 22.715 26.004 2.505
F 24.921 25.723 3.112
F 24.298 25.362 0.919
C 27.611 22.594 2.091
C 27.714 23.959 1.517
O 26.822 24.271 0.468
O 28.272 21.608 1.293
H 26.590 22.277 2.312
H 28.175 22.614 3.031
H 28.728 24.183 1.166
H 27.645 24.732 2.309
H 25.953 24.440 0.849
H 27.631 21.258 0.668
C 28.079 27.877 3.423
C 26.663 28.225 3.851
O 26.614 29.334 4.737
O 28.809 29.037 3.109
H 27.967 27.258 2.515
H 28.543 27.190 4.141
H 26.294 27.367 4.410
H 26.033 28.424 2.979
H 27.113 30.050 4.329
H 29.483 28.799 2.469
C 22.777 28.206 -0.374
C 22.869 29.652 0.077
O 21.588 30.271 0.031
O 21.804 27.527 0.414
H 23.776 27.762 -0.366
H 22.392 28.191 -1.397
H 23.563 30.232 -0.526
H 23.210 29.667 1.125
H 20.980 29.602 0.369
H 22.261 26.967 1.051
C 21.147 19.590 3.480
C 21.512 20.856 2.733
O 22.233 21.703 3.595
O 20.714 19.898 4.808
H 22.047 18.966 3.567
H 20.398 19.017 2.933
H 20.580 21.360 2.414
H 22.049 20.638 1.804
H 22.540 22.490 3.134
H 19.938 19.358 4.978
C 22.117 24.408 -1.540
Cl 21.674 22.681 -1.673
Cl 22.850 24.972 -3.041
H 21.217 24.984 -1.372
H 22.795 24.482 -0.701


Entry 4:
# C9H30BF4MgO16S

A structure of composition C9H30BF4MgO16S at a distorted geometry (ωB97M-V with the def2-TZVPD basis set, the OMol25 dataset).

The value obtained for the HOMO energy is -12.48 eV. Its net charge is +1.

Atoms and positions in Å:
Mg -1.041 3.317 2.524
B -1.206 0.407 1.180
F -1.371 0.958 -0.083
F -0.085 -0.427 1.240
F -0.972 1.464 2.120
F -2.358 -0.288 1.549
O -0.190 -6.261 -1.039
S -0.663 -4.944 -0.723
O -0.806 -4.612 0.677
O 0.337 -3.910 -1.480
C 0.154 -2.529 -1.093
C 0.814 -1.735 -2.246
C -2.272 -4.670 -1.566
H 0.503 -2.297 -0.093
H -0.915 -2.328 -1.201
H 0.075 -1.682 -3.043
H 1.617 -2.377 -2.611
H 1.228 -0.772 -1.960
H -2.880 -5.549 -1.367
H -2.148 -4.610 -2.649
H -2.764 -3.735 -1.306
O 1.364 0.438 3.431
H 0.765 0.033 2.778
H 0.979 0.219 4.286
O -3.886 -1.342 -0.345
H -3.917 -2.199 0.092
H -3.187 -0.853 0.127
O 0.977 3.194 2.630
H 1.495 2.368 2.537
H 1.628 3.883 2.823
O -2.972 3.207 2.622
H -3.479 3.567 3.363
H -3.634 2.644 2.132
O -4.493 1.952 0.847
H -4.070 1.089 0.771
H -5.067 2.008 0.074
O -0.820 2.864 4.540
H -0.205 3.414 5.045
H -1.051 2.140 5.136
O -1.120 3.843 0.670
H -0.329 4.095 0.170
H -1.861 3.997 0.065
C -0.055 2.144 -2.984
C 1.437 2.028 -3.319
O 1.514 1.072 -4.352
C 0.277 0.866 -4.858
O 0.024 0.239 -5.825
O -0.649 1.480 -4.080
H -0.331 3.198 -3.053
H -0.266 1.707 -2.009
H 2.002 1.641 -2.467
H 1.880 2.976 -3.628
C 3.750 -0.405 1.078
C 4.522 -1.692 1.352
O 5.060 -2.013 0.076
C 4.339 -1.352 -0.871
O 4.527 -1.432 -2.035
O 3.410 -0.563 -0.294
H 4.395 0.473 1.175
H 2.815 -0.355 1.630
H 3.857 -2.457 1.757
H 5.318 -1.535 2.079